This record from the OMol25 dataset describes a single C5H11NO molecule. The level of theory is the ωB97M-V functional and the def2-TZVPD basis.

```
18
Properties=species:S:1:pos:R:3
C 2.02550 0.50732 1.26468
C 1.41127 -0.70452 0.57307
C -0.06309 -0.91904 0.92842
N -0.93896 0.12746 0.37426
C -1.24964 -0.05148 -0.95846
O -0.84224 -1.07188 -1.49891
C -2.01789 0.83588 -1.95010
H 3.07803 0.63604 0.99110
H 1.49611 1.42515 0.98367
H 1.97411 0.40672 2.35610
H 1.48029 -0.60314 -0.51556
H 1.97536 -1.61013 0.83379
H -0.40023 -1.85601 0.48330
H -0.19380 -0.99610 2.01479
H -1.17692 0.91404 0.96368
H -1.29686 1.02337 -2.75547
H -2.50668 1.77563 -1.68668
H -2.75435 0.16070 -2.40168
```

The calculation puts the HOMO energy at -9.494 eV. Its HOMO-LUMO gap is 10.42 eV. The calculation puts the relative energy (zero: lowest compared OMol25 entry of this formula, charge and spin) at 51.2 kJ/mol. The SMILES is CCCNC(C)=O. The charge is 0.

These are the natural (NBO) partial charges, in e, on atoms 1 to 5:
1. C -0.6114
2. C -0.4092
3. C -0.2248
4. N -0.6312
5. C 0.6672

This record from the OMol25 dataset describes a molecular structure, C2H9Cl2N2Si. The level of theory is the ωB97M-V functional and the def2-TZVPD basis.

```
16
Properties=species:S:1:pos:R:3
C -1.59422 0.06451 0.12014
C -0.93848 -2.20643 0.81068
N 1.48470 -1.33796 -1.06854
N -0.75774 -1.16885 0.14057
Si 3.07560 -0.65498 -0.95541
Cl 1.08867 3.03748 1.32304
Cl 3.68892 0.72020 0.26740
H -0.88206 0.87775 -0.07774
H -2.27225 -0.01462 -0.78515
H -2.15885 0.18448 1.06686
H -0.27516 -3.07845 0.92713
H -1.85870 -2.25619 1.46432
H 1.00329 -1.48797 -1.86611
H 0.37574 3.13207 0.26724
H 0.46384 -1.15698 -0.39864
H 4.15696 -0.96689 -1.82732
```

The calculation puts the HOMO energy at -14.075 eV. Its HOMO-LUMO gap is 9.42 eV. The calculation puts the relative energy (zero: lowest compared OMol25 entry of this formula, charge and spin) at 393.6 kJ/mol. The charge is +1.

These are the natural (NBO) partial charges, in e, on atoms 1 to 5:
1. C -0.4325
2. C 0.0446
3. N -1.3348
4. N -0.4397
5. Si 1.6294

This record from the OMol25 dataset describes 2 unconnected molecules or ions with the total composition C9H17N3O4S. The level of theory is the ωB97M-V functional and the def2-TZVPD basis.

```
34
Properties=species:S:1:pos:R:3
C -2.27548 0.32022 -0.13232
C -1.45683 1.37496 0.71227
C -2.23772 0.24263 -1.64970
C -2.47889 -1.18543 -2.13763
C 0.31928 -0.46939 0.84200
C 1.46931 -0.71020 1.79021
C 0.92767 -0.79796 -0.54514
C 1.71940 0.46431 -1.14828
C 4.21282 -0.30533 -0.02659
H -3.71546 1.46846 -0.02067
H -3.65926 0.63817 1.40037
H -1.87869 -0.58054 0.32841
H -1.24432 0.64483 -2.19649
H -2.93962 0.99423 -2.04782
H -3.94549 -1.01332 -0.54733
H -4.02988 -2.71079 -1.14811
H 0.54259 1.45210 1.47321
H -0.29643 -1.45189 1.13185
H 1.46392 -1.79840 -0.26165
H 0.19856 -0.99719 -1.25632
H 1.85672 0.36329 -2.24696
H 1.11196 1.40493 -1.01366
H 5.06267 -0.28602 1.15320
H 3.43566 -1.26824 0.26946
H 4.85906 -0.37871 -1.06935
H 2.81399 0.26898 2.89206
N -3.70413 0.38453 0.22280
N -3.72664 -1.65622 -1.39524
N -0.16569 0.81111 1.01908
O -1.89377 2.47453 1.02590
O -1.76105 -1.78373 -3.14111
O 1.96690 -1.84336 2.03195
O 1.81243 0.51576 2.53285
S 3.20911 1.12286 -0.09952
```

The calculation puts the HOMO energy at -8.914 eV. Its HOMO-LUMO gap is 9.15 eV. The calculation puts the relative energy (zero: lowest compared OMol25 entry of this formula, charge and spin) at 773.6 kJ/mol. The charge is 0.

These are the natural (NBO) partial charges, in e, on atoms 1 to 5:
1. C -0.1670
2. C 0.7042
3. C -0.5488
4. C 0.6782
5. C -0.1902

This record from the OMol25 dataset describes 6 unconnected molecules or ions with the total composition H12O6. The level of theory is the ωB97M-V functional and the def2-TZVPD basis.

```
18
Properties=species:S:1:pos:R:3
O 0.64191 2.25883 0.88724
H 1.20878 2.77741 0.35455
H -0.11063 2.76757 1.16113
O -0.24247 -2.23568 0.88299
H -0.43970 -2.26600 -0.05016
H -0.55518 -1.34892 1.12724
O 0.30076 0.19930 -1.16033
H 1.02954 0.26887 -0.54474
H -0.39412 0.80611 -0.89238
O -2.33023 1.64836 -0.00446
H -2.02218 1.08265 0.69305
H -2.56004 2.54597 0.36426
O 2.22625 -0.59847 0.82976
H 1.53595 -1.25602 0.92377
H 2.69095 -0.69557 1.69791
O -0.70058 -2.14673 -2.10828
H 0.17865 -2.58851 -2.14478
H -0.45764 -1.21919 -2.01677
```

The calculation puts the HOMO energy at -11.030 eV. Its HOMO-LUMO gap is 11.07 eV. The calculation puts the relative energy (zero: lowest compared OMol25 entry of this formula, charge and spin) at 107.9 kJ/mol. The SMILES is O.O.O.O.O.O. The charge is 0.

These are the natural (NBO) partial charges, in e, on atoms 1 to 5:
1. O -0.9470
2. H 0.4790
3. H 0.4685
4. O -0.9593
5. H 0.4977

This record from the OMol25 dataset describes a single C4H6N4 molecule. The level of theory is the ωB97M-V functional and the def2-TZVPD basis.

```
14
Properties=species:S:1:pos:R:3
C -0.34820 0.58308 1.80652
C 1.29447 -0.90691 -0.71811
C 0.53401 -0.17611 -1.70964
C -0.91056 -0.62536 -1.79995
H -1.60310 0.70049 3.41602
H 0.84316 0.54981 2.16144
H -0.90664 1.34463 0.03402
H 2.43727 -0.96368 -0.55024
H 0.83003 -1.63376 -0.20356
H 0.91614 0.44109 -2.51569
N -1.62778 0.84828 2.40066
N -0.38310 0.43320 0.48481
N 0.81297 0.45574 -0.41139
N -1.88868 -1.05049 -2.39489
```

The calculation puts the HOMO energy at -9.015 eV. Its HOMO-LUMO gap is 9.60 eV. The calculation puts the relative energy (zero: lowest compared OMol25 entry of this formula, charge and spin) at 593.1 kJ/mol. The SMILES is [H]/N=C/NN1C[C@H]1C#N. The charge is 0.

These are the natural (NBO) partial charges, in e, on atoms 1 to 5:
1. C 0.2538
2. C -0.2499
3. C -0.1775
4. C 0.2378
5. H 0.3455

This record from the OMol25 dataset describes a single C5H12S2Si molecule. The level of theory is the ωB97M-V functional and the def2-TZVPD basis.

```
20
Properties=species:S:1:pos:R:3
C -2.76830 0.00537 0.33313
C -2.02688 -1.22078 -0.21472
C -2.12708 1.29325 -0.27471
C 0.44087 0.18241 0.14461
C 3.56365 -0.19752 -0.57647
Si 2.30794 0.16053 0.79363
S -0.36833 -1.52129 0.68367
S -0.49308 1.67646 0.59160
H -3.75511 0.09868 -0.06255
H -2.80287 0.24465 1.45136
H -2.42031 -2.26027 0.01555
H -1.89043 -1.18090 -1.33490
H -2.05317 1.15934 -1.27634
H -2.81752 2.22297 0.06787
H 0.63037 -0.07166 -0.95234
H 3.72485 0.53221 -1.34878
H 4.46073 -0.34908 -0.09362
H 3.25991 -0.98053 -1.21246
H 2.46904 -1.14280 1.72441
H 2.66571 1.34898 1.54107
```

The calculation puts the HOMO energy at -8.612 eV. Its HOMO-LUMO gap is 9.41 eV. The calculation puts the relative energy (zero: lowest compared OMol25 entry of this formula, charge and spin) at 94.7 kJ/mol. The SMILES is C[SiH2]C1SCCCS1. The charge is 0.

These are the natural (NBO) partial charges, in e, on atoms 1 to 5:
1. C -0.4497
2. C -0.5097
3. C -0.4695
4. C -0.9189
5. C -1.0799

This record from the OMol25 dataset describes a molecular structure, C2H6N4O. The level of theory is the ωB97M-V functional and the def2-TZVPD basis.

```
13
Properties=species:S:1:pos:R:3
C 1.10777 0.10271 -0.03372
C -1.27359 0.18496 0.01398
H 3.07371 -0.82770 -0.25534
H 1.74743 -1.87402 0.13683
H 2.18692 1.71254 -0.16573
H -2.58974 -1.41929 0.88472
H -3.43712 -0.23083 -0.67759
H -0.29151 1.66098 0.07424
N 1.97683 -0.89818 -0.21011
N 1.24431 1.36618 0.18520
N -2.32603 -0.73047 -0.09850
N -1.31789 1.44454 -0.11985
O -0.10107 -0.49140 0.26587
```

The calculation puts the HOMO energy at -8.784 eV. Its HOMO-LUMO gap is 9.26 eV. The calculation puts the relative energy (zero: lowest compared OMol25 entry of this formula, charge and spin) at 378.6 kJ/mol. The charge is 0.

These are the natural (NBO) partial charges, in e, on atoms 1 to 5:
1. C 0.7126
2. C 0.6144
3. H 0.4109
4. H 0.4219
5. H 0.3639

This record from the OMol25 dataset describes a single C6H7NO molecule. The level of theory is the ωB97M-V functional and the def2-TZVPD basis.

```
15
Properties=species:S:1:pos:R:3
C 3.43372 -0.57789 -1.04999
C 2.23231 -0.15317 -0.92717
C 1.85129 -0.02482 0.55446
C 0.98677 0.17467 -1.69188
C -0.12608 -0.23945 -0.72957
C -0.26363 -0.01445 1.77480
N 0.50442 -0.11971 0.56367
O 2.54910 0.14972 1.51412
H 0.97357 1.25129 -1.88190
H 0.95778 -0.35570 -2.64108
H -1.00911 0.40246 -0.77830
H -0.43976 -1.27566 -0.91661
H -0.90510 -0.88938 1.89627
H 0.43135 0.05199 2.60995
H -0.88659 0.88425 1.74939
```

The calculation puts the HOMO energy at -9.670 eV. Its HOMO-LUMO gap is 9.30 eV. The calculation puts the relative energy (zero: lowest compared OMol25 entry of this formula, charge and spin) at 306.6 kJ/mol. The charge is 0.

These are the natural (NBO) partial charges, in e, on atoms 1 to 5:
1. C 0.3189
2. C -0.5172
3. C 0.7034
4. C -0.3953
5. C -0.1974